{
  "formula": "C72H157N7O10",
  "method": "ωB97M-V with the def2-TZVPD basis set",
  "total_energy_ev": -108104.162,
  "lumo_energy_ev": 0.42,
  "e_above_lowest_ev": 2.8126,
  "homo_lumo_gap_ev": 8.393,
  "homo_ev": -7.97,
  "elements": ["O", "O", "O", "O", "O", "O", "O", "O", "O", "O", "N", "N", "N", "N", "N", "N", "N", "C", "C", "C", "C", "C", "C", "C", "C", "C", "C", "C", "C", "C", "C", "C", "C", "C", "C", "C", "C", "C", "C", "C", "C", "C", "C", "C", "C", "C", "C", "C", "C", "C", "C", "C", "C", "C", "C", "C", "C", "C", "C", "C", "C", "C", "C", "C", "C", "C", "C", "C", "C", "C", "C", "C", "C", "C", "C", "C", "C", "C", "C", "C", "C", "C", "C", "C", "C", "C", "C", "C", "C", "H", "H", "H", "H", "H", "H", "H", "H", "H", "H", "H", "H", "H", "H", "H", "H", "H", "H", "H", "H", "H", "H", "H", "H", "H", "H", "H", "H", "H", "H", "H", "H", "H", "H", "H", "H", "H", "H", "H", "H", "H", "H", "H", "H", "H", "H", "H", "H", "H", "H", "H", "H", "H", "H", "H", "H", "H", "H", "H", "H", "H", "H", "H", "H", "H", "H", "H", "H", "H", "H", "H", "H", "H", "H", "H", "H", "H", "H", "H", "H", "H", "H", "H", "H", "H", "H", "H", "H", "H", "H", "H", "H", "H", "H", "H", "H", "H", "H", "H", "H", "H", "H", "H", "H", "H", "H", "H", "H", "H", "H", "H", "H", "H", "H", "H", "H", "H", "H", "H", "H", "H", "H", "H", "H", "H", "H", "H", "H", "H", "H", "H", "H", "H", "H", "H", "H", "H", "H", "H", "H", "H", "H", "H", "H", "H", "H", "H", "H", "H", "H", "H", "H", "H", "H", "H", "H", "H"],
  "xyz": [[7.66, 2.54, -0.06], [1.80, 5.21, 0.16], [-0.01, 0.99, -2.12], [-1.06, -8.54, -1.10], [7.09, 2.97, -2.81], [-5.22, -1.18, -5.64], [-6.61, -0.40, 3.06], [1.58, -5.04, 6.56], [1.46, 1.57, -4.63], [1.58, 2.73, 6.86], [1.22, -4.04, 5.74], [-5.29, -1.83, -4.40], [0.57, 0.32, -1.07], [1.96, 6.38, 0.93], [-5.37, -0.34, 2.44], [0.27, 2.23, -5.05], [-1.12, -7.40, -0.33], [-0.53, -5.49, 4.76], [-4.28, -3.19, -2.04], [1.18, -0.99, -1.49], [3.33, 5.17, 2.58], [-0.49, -3.01, 4.27], [3.33, 1.79, 5.80], [2.33, 2.04, -0.79], [-5.97, 0.16, -3.06], [-4.71, 0.97, 2.42], [2.05, 8.05, -0.97], [3.39, -2.99, 6.01], [0.29, 1.51, -7.52], [1.22, 1.19, -0.14], [-3.49, -0.38, -3.43], [1.60, 8.75, 1.43], [-4.88, -1.76, -1.94], [0.16, -1.68, 4.35], [1.82, 1.65, 6.02], [-2.52, -7.13, 0.11], [-5.71, 1.90, 1.67], [1.39, -7.06, -0.51], [1.49, -2.10, 7.38], [-0.16, 7.46, 0.16], [1.41, 7.63, 0.38], [1.63, -1.92, 4.70], [1.06, 2.00, 4.78], [-3.38, 0.91, 1.56], [2.72, -0.81, 0.56], [-3.16, -8.32, 0.86], [-2.52, -0.27, 1.95], [-5.46, -2.76, 1.93], [-5.82, -3.88, -5.50], [-4.99, -4.01, -3.19], [-4.86, -3.27, -4.54], [6.84, 2.96, 1.01], [0.40, 3.73, -5.08], [0.71, 4.26, -3.67], [-1.80, 3.68, -6.54], [2.26, -1.02, -2.58], [-1.11, -3.89, 6.66], [1.51, 4.18, -6.05], [7.31, 1.84, -4.95], [-4.67, -1.61, 2.53], [-0.11, -6.40, -0.70], [-4.92, -0.98, -3.28], [3.28, 6.34, 1.64], [1.89, -2.77, 5.98], [5.77, 1.04, -3.02], [-2.43, -5.93, 1.15], [7.12, 1.72, -3.44], [1.71, -1.66, -0.27], [-0.20, -4.11, 5.38], [4.55, 6.35, 0.70], [-4.38, -1.95, 4.00], [5.48, 2.47, 0.46], [-4.37, 1.52, 3.85], [3.29, 7.56, 2.67], [-0.29, -5.92, -2.15], [-3.40, -6.72, -1.08], [0.02, -1.90, -1.92], [0.16, 2.23, 0.35], [2.98, 8.91, 2.13], [7.10, 2.22, 2.36], [-1.60, -4.75, 0.68], [-0.39, 1.50, -6.17], [-0.62, 0.02, -5.66], [1.94, 0.48, 1.06], [-3.30, -1.53, 1.80], [-0.21, -5.30, 0.39], [-3.44, -3.47, -5.09], [-1.82, 2.17, -6.34], [-0.95, 4.34, -5.45], [-6.06, -4.04, -2.99], [-0.07, 2.96, -0.42], [8.16, 2.36, -5.38], [0.60, 5.35, -3.65], [-0.75, 5.34, -5.85], [3.09, -0.35, -2.32], [-4.01, -2.95, 4.18], [5.52, 0.83, -1.98], [-0.60, -1.46, -2.70], [-5.74, -1.82, -1.28], [-2.12, -6.31, 2.12], [-0.94, 1.05, -1.91], [1.37, 1.50, -7.35], [2.55, -2.06, -2.74], [1.80, 5.21, -5.83], [0.19, -0.72, -5.66], [3.78, 9.34, 1.54], [-4.49, -3.67, -1.09], [-3.00, -5.77, -1.42], [-5.75, 0.82, -2.22], [-6.72, 1.95, 2.08], [-3.26, -7.44, -1.90], [2.52, 5.01, 3.29], [-0.18, -3.34, 3.28], [2.81, 2.68, -0.05], [-0.68, 7.23, 1.09], [-2.47, 2.03, -5.49], [2.10, -2.67, -0.39], [-2.93, 1.89, 1.66], [-1.55, 4.56, -4.57], [-6.13, -0.88, -5.75], [1.30, 1.27, 4.01], [3.87, -3.56, 5.21], [2.19, -6.33, -0.67], [3.58, 2.65, 5.19], [-2.86, 3.90, -6.49], [-3.67, 0.81, 0.51], [-5.31, -1.94, 4.57], [5.44, 5.88, 1.14], [6.95, 1.15, 2.23], [-3.42, -5.53, 1.36], [7.25, 2.84, -1.87], [-3.23, -2.72, -5.86], [0.06, 2.41, -8.08], [-1.36, -0.47, -6.30], [0.14, 0.59, -8.09], [0.49, -4.51, 0.13], [3.89, 1.74, 6.73], [3.81, -1.98, 5.95], [6.89, 4.03, 1.21], [-3.11, -9.18, 0.19], [-0.45, -6.26, 5.53], [2.62, 7.29, 3.49], [0.88, -1.84, 0.42], [7.96, 1.12, -3.06], [1.01, -4.85, 7.31], [4.34, 5.67, -0.13], [-3.48, 0.31, -4.27], [-4.98, -3.72, 2.06], [-5.87, -2.60, 0.93], [8.09, 2.41, 2.80], [-5.89, 1.60, 0.64], [0.08, -1.18, 3.38], [-6.07, 0.73, -3.98], [-0.71, 1.70, 0.73], [0.67, 2.70, 1.20], [-3.23, 0.25, -2.58], [-7.27, -0.22, 2.38], [-0.81, -4.51, 7.51], [2.35, 2.78, 7.44], [-0.01, 3.80, -2.98], [-1.50, -0.33, 1.57], [-0.59, 8.42, -0.12], [-1.50, -4.01, 1.48], [1.48, 8.78, -1.55], [-6.88, -3.92, -5.23], [3.11, -1.32, 1.44], [-1.07, -2.86, 7.01], [1.86, -0.76, -3.56], [-3.33, -1.91, 0.78], [2.25, -1.44, 7.78], [-3.19, -3.19, -2.12], [-2.17, -4.09, 6.46], [-5.49, -4.86, -5.84], [0.14, -5.64, 1.37], [-4.20, -8.28, 1.17], [2.53, 1.22, 1.60], [5.26, 2.94, -0.51], [-2.65, -2.28, 2.26], [-3.27, -4.48, -5.46], [-4.42, -6.58, -0.73], [6.36, 2.12, -5.41], [-0.34, -1.06, 5.09], [1.44, 9.71, 0.94], [0.21, -5.81, 4.03], [4.81, 7.33, 0.31], [-2.70, -1.14, -3.50], [0.53, -5.26, -2.43], [-6.41, -2.84, 2.47], [1.30, 4.02, -7.11], [1.75, 4.11, -3.41], [1.87, 2.52, -1.65], [-1.00, 0.03, -4.64], [5.50, 1.42, 0.19], [4.30, 7.70, 3.06], [-1.53, -8.23, -1.88], [3.11, 8.33, -0.93], [-1.56, -2.78, 4.26], [7.44, 0.83, -5.34], [3.73, 0.90, 5.30], [0.86, 8.60, 2.22], [8.57, 2.58, 0.23], [0.52, -1.60, 7.41], [-1.44, 4.02, -7.51], [-1.22, -5.40, -2.37], [-5.23, 1.79, 4.48], [1.48, -2.95, 8.05], [-0.23, -6.77, -2.83], [-4.17, -1.32, -1.24], [1.56, -7.43, 0.50], [-6.92, -0.30, -2.80], [1.13, 1.19, -3.81], [-0.45, 6.56, -0.39], [-1.55, -5.62, 4.40], [1.55, 0.72, 6.51], [-0.02, 1.98, 4.88], [-0.66, -2.14, -1.10], [3.07, 1.37, -1.25], [-5.38, 2.93, 1.71], [3.27, 4.24, 2.02], [2.88, 9.65, 2.92], [2.17, -0.98, 4.67], [-2.76, -3.36, -4.25], [-4.54, -4.99, -3.33], [-3.57, -1.36, 4.44], [4.25, 5.10, 3.15], [2.45, 5.33, -0.54], [-2.50, -8.64, 1.67], [-2.36, -0.12, 3.01], [2.10, -2.40, 3.84], [3.58, -0.62, -0.07], [-3.72, 2.38, 3.74], [-2.28, 1.65, -7.18], [5.07, 1.67, -3.57], [1.20, 0.12, 1.78], [6.37, 2.33, 3.16], [3.82, -3.43, 6.91], [5.66, 0.04, -3.44], [1.33, 2.94, 4.30], [-5.86, -3.33, -6.44], [2.42, 3.61, -5.89], [1.40, -7.90, -1.20], [4.68, 2.76, 1.14], [-2.05, -4.13, -0.09], [0.44, -2.81, -2.33], [-3.74, 0.79, 4.36], [2.17, 7.20, -1.64]],
  "mulliken_charge": [-0.503, 1.009, 0.979, -0.502, -0.589, -0.487, -0.549, -0.471, -0.545, -0.596, 0.227, 0.298, 1.357, -0.590, 0.837, 0.947, 0.167, -1.845, 1.068, 2.622, -1.846, 0.318, -1.574, 0.211, -2.110, 1.591, -1.560, -2.012, -1.674, 2.714, -1.208, -1.268, -0.756, 0.492, 1.265, 1.847, -2.092, -1.926, -1.969, -1.816, 1.708, -1.327, -0.637, -1.209, -1.347, -2.223, 0.767, -1.383, -2.104, -1.875, 1.947, 0.474, 2.134, -2.625, -1.068, -1.701, -1.544, -1.837, -1.371, 1.504, 1.711, 2.660, 1.982, 1.961, -0.682, -1.324, 0.327, -1.246, 1.170, -1.599, -1.715, -0.690, -1.710, -1.380, -1.586, -1.098, -1.223, -1.539, -0.672, -1.460, 3.195, 1.652, -1.800, -0.111, 1.235, -1.072, -1.580, -0.771, -1.403, 0.386, 0.256, 0.376, 0.701, 0.415, 0.021, 0.383, 0.103, -0.641, 0.504, 0.240, -0.292, 0.326, 0.498, 0.465, 0.358, 0.362, 0.491, -0.155, 0.189, 0.513, 0.335, 0.488, -0.627, -0.422, 0.429, -0.138, 0.808, 0.764, 0.508, 0.372, -0.258, 0.390, 0.305, 0.359, 0.444, -0.133, 0.379, 0.395, 0.375, -0.143, 0.314, 0.377, 0.274, 0.720, 0.420, -0.094, 0.529, 0.410, 0.156, 0.461, 0.513, 0.419, -0.545, 0.287, 0.428, 0.314, 0.380, 0.129, 0.057, 0.417, 0.289, -0.982, 0.516, -0.221, 0.125, 0.066, 0.344, 0.405, 0.400, 0.256, -0.280, 0.443, -1.094, 0.486, 0.385, 0.731, 0.386, 0.309, -1.001, 0.398, -0.974, 0.412, 0.417, 0.402, 0.297, 0.454, 0.273, -0.397, 0.525, 0.461, 0.283, 0.406, 0.425, 0.312, 0.275, -0.085, 0.357, 0.510, 0.328, 0.363, -0.720, -0.126, 0.411, 0.371, 0.396, 0.290, 0.027, 0.363, 0.240, 0.395, 0.294, 0.322, 0.449, 0.061, 0.391, 0.504, 0.582, -0.744, 0.413, 0.510, -0.099, 0.186, 0.305, -0.234, 0.395, 0.057, -0.449, 0.420, -0.350, 0.409, 0.216, 0.019, 0.323, 0.157, 0.578, 0.042, 0.487, -0.445, 0.530, 0.287, 0.398, 0.533, 0.207, -0.857, 0.282, 0.393, 0.370, 0.226, 0.475, 0.334, 0.478, 0.015, -0.804, 0.233, 0.251, 0.126]
}